Record 1
C20H60O13 | ωB97M-V/def2-TZVPD

Last columns: bonded neighbours and bond lengths (Å).
Geometry (Å):
1 C -0.98819 -1.79308 3.68067  C2 1.529, H4 1.095, H5 1.090, H6 1.091
2 C -1.79135 -1.51517 4.95145  C1 1.529, O3 1.418, H7 1.095, H8 1.092
3 O -1.84771 -2.74036 5.66339  C2 1.418, H9 0.961
4 H -0.02049 -2.20946 3.97968  C1 1.095
5 H -0.75025 -0.91850 3.07456  C1 1.090
6 H -1.40181 -2.59581 3.06893  C1 1.091
7 H -2.72039 -1.01106 4.66358  C2 1.095
8 H -1.27075 -0.76892 5.55585  C2 1.092
9 H -1.92180 -2.54589 6.60151  O3 0.961
10 C 4.67623 0.79877 -4.17613  C11 1.528, H13 1.088, H14 1.092, H15 1.093
11 C 3.26086 0.97611 -3.62811  C10 1.528, O12 1.402, H16 1.094, H17 1.098
12 O 2.86164 -0.22552 -3.02527  C11 1.402, H18 0.982
13 H 5.38911 0.47667 -3.42042  C10 1.088
14 H 5.00790 1.73110 -4.63816  C10 1.092
15 H 4.62837 0.04261 -4.96334  C10 1.093
16 H 2.60877 1.34621 -4.42464  C11 1.094
17 H 3.31559 1.78850 -2.89153  C11 1.098
18 H 2.41502 -0.02470 -2.17388  O12 0.982
19 C -3.07698 1.99400 0.59614  C20 1.510, H22 1.094, H23 1.087, H24 1.093
20 C -3.25695 3.49217 0.53744  C19 1.510, O21 1.441, H25 1.102, H26 1.094
21 O -2.09869 4.15143 1.08417  C20 1.441, H27 0.962
22 H -4.01520 1.50194 0.32496  C19 1.094
23 H -2.78683 1.66184 1.58945  C19 1.087
24 H -2.41115 1.59877 -0.17484  C19 1.093
25 H -4.08080 3.76105 1.21792  C20 1.102
26 H -3.61107 3.90976 -0.40941  C20 1.094
27 H -2.29480 5.09334 1.07633  O21 0.962
28 C 2.54099 -2.75451 1.43340  C29 1.510, H31 1.092, H32 1.092, H33 1.092
29 C 3.20647 -2.39434 0.12648  C28 1.510, O30 1.425, H34 1.097, H35 1.093
30 O 2.84098 -3.36502 -0.85032  C29 1.425, H36 0.965
31 H 1.48464 -3.01623 1.33766  C28 1.092
32 H 2.60220 -1.92865 2.14538  C28 1.092
33 H 2.99571 -3.61117 1.93467  C28 1.092
34 H 4.28879 -2.34715 0.29621  C29 1.097
35 H 2.92483 -1.40836 -0.25308  C29 1.093
36 H 3.20901 -3.06899 -1.69205  O30 0.965
37 C -0.22791 0.87696 -4.10305  C38 1.508, H40 1.089, H41 1.090, H42 1.092
38 C -1.64992 0.79783 -3.60595  C37 1.508, O39 1.446, H43 1.095, H44 1.092
39 O -2.44248 0.32101 -4.71783  C38 1.446, H45 0.962
40 H -0.10255 1.57767 -4.92717  C37 1.089
41 H 0.08036 -0.11619 -4.42892  C37 1.090
42 H 0.45297 1.17858 -3.30433  C37 1.092
43 H -2.05847 1.76352 -3.29171  C38 1.095
44 H -1.80441 0.08865 -2.78991  C38 1.092
45 H -3.21105 -0.13219 -4.35850  O39 0.962
46 C -0.05054 -0.88007 -0.28123  C47 1.524, H49 1.096, H50 1.094, H51 1.089
47 C 0.65091 0.40664 0.13617  C46 1.524, O48 1.425, H52 1.090, H53 1.100
48 O 1.76027 0.60612 -0.73504  C47 1.425, H54 0.977
49 H -0.99614 -0.90738 0.27199  C46 1.096
50 H 0.49693 -1.76805 0.04924  C46 1.094
51 H -0.31776 -1.04033 -1.32449  C46 1.089
52 H 0.89833 0.37841 1.19714  C47 1.090
53 H -0.07951 1.18653 -0.12458  C47 1.100
54 H 2.12935 1.48345 -0.51485  O48 0.977
55 C -1.05198 -2.97357 -4.07215  C56 1.515, H58 1.094, H59 1.088, H60 1.088
56 C 0.28362 -3.12197 -3.37155  C55 1.515, O57 1.430, H61 1.101, H62 1.101
57 O 0.16492 -3.94497 -2.20834  C56 1.430, H63 0.964
58 H -1.77394 -2.79495 -3.26959  C55 1.094
59 H -1.34457 -3.90601 -4.55012  C55 1.088
60 H -0.99609 -2.08195 -4.69234  C55 1.088
61 H 0.67900 -2.14648 -3.04862  C56 1.101
62 H 1.09298 -3.45482 -4.03981  C56 1.101
63 H 0.87418 -3.64485 -1.62917  O57 0.964
64 C -0.75825 2.34161 3.82019  C65 1.513, O67 1.412, H68 1.098, H69 1.099
65 C 0.27461 2.75021 4.84720  C64 1.513, O66 1.420, H70 1.094, H71 1.093
66 O -0.24252 2.45983 6.13781  C65 1.420, H72 0.960
67 O -0.26744 2.51193 2.50692  C64 1.412, H73 0.971
68 H -1.69503 2.88736 3.99423  C64 1.098
69 H -1.07914 1.30640 4.00229  C64 1.099
70 H 0.51258 3.80514 4.68143  C65 1.094
71 H 1.16622 2.13625 4.69457  C65 1.093
72 H 0.45810 2.53836 6.78922  O66 0.960
73 H -0.96560 2.95799 2.00003  O67 0.971
74 C -3.02625 -2.77493 -0.23866  C75 1.535, O77 1.418, H78 1.090, H79 1.093
75 C -3.52181 -4.01870 -0.98886  C74 1.535, O76 1.410, H80 1.101, H81 1.099
76 O -4.39580 -3.73190 -2.05724  C75 1.410, H82 0.957
77 O -4.03002 -2.24390 0.60995  C74 1.418, H83 0.963
78 H -2.71884 -2.07283 -1.01422  C74 1.090
79 H -2.13293 -3.09126 0.30685  C74 1.093
80 H -4.02850 -4.66248 -0.25369  C75 1.101
81 H -2.65494 -4.59539 -1.34217  C75 1.099
82 H -5.02918 -4.44320 -2.15267  O76 0.957
83 H -4.15305 -2.91553 1.28956  O77 0.963
84 C 2.37330 4.02649 0.56892  C85 1.526, O87 1.430, H88 1.096, H89 1.089
85 C 2.95773 3.82357 1.96383  C84 1.526, O86 1.424, H90 1.099, H91 1.087
86 O 2.61158 2.56110 2.52360  C85 1.424, H92 0.969
87 O 3.07621 3.19558 -0.35910  C84 1.430, H93 0.959
88 H 2.51015 5.08660 0.32757  C84 1.096
89 H 1.31916 3.77231 0.47257  C84 1.089
90 H 2.52494 4.56674 2.64754  C85 1.099
91 H 4.04342 3.87383 1.95732  C85 1.087
92 H 1.64545 2.49446 2.49671  O86 0.969
93 H 3.85750 3.62135 -0.71569  O87 0.959

As for the SMILES: OCCO.OCCO.OCCO.CCO.CCO.CCO.CCO.CCO.CCO.CCO. Its HOMO energy is -9.5 eV. The value obtained for the LUMO energy is 0.0074 Eh. The HOMO-LUMO gap comes out at 0.35488 hartree. As for the energy above the lowest of the compared OMol25 structures with the same formula, charge and spin: 0.060 eV.

Record 2
C20H62BN14O23 | ωB97M-V/def2-TZVPD

Last columns: bonded neighbours and bond lengths (Å).
Geometry (Å):
1 O -3.01927 0.80451 1.02561  C2 1.227
2 C -1.93510 0.57146 0.50153  O1 1.227, O3 1.325, C6 1.642
3 O -1.36276 1.27515 -0.46406  C2 1.325, B4 1.474
4 B -0.02831 0.72529 -0.76468  O3 1.474, O5 1.487, O8 1.434, O12 1.492
5 O 0.07882 -0.53643 0.01432  B4 1.487, C6 1.276
6 C -0.93740 -0.70523 0.76679  C2 1.642, O5 1.276, O7 1.261
7 O -0.92360 -1.55382 1.69993  C6 1.261
8 O 0.81604 1.79202 -0.31092  B4 1.434, C9 1.374
9 C 1.44249 2.30800 -1.42012  O8 1.374, O10 1.257, C11 1.560
10 O 2.13571 3.35606 -1.45336  C9 1.257
11 C 0.99491 1.46363 -2.65372  C9 1.560, O12 1.289, O13 1.238
12 O 0.31707 0.46859 -2.19367  B4 1.492, C11 1.289
13 O 1.32375 1.84660 -3.78464  C11 1.238
14 O -4.08884 2.59570 3.01722  H15 0.957, H16 0.957
15 H -3.86145 2.07782 2.24500  O14 0.957
16 H -4.96167 2.28926 3.26319  O14 0.957
17 O -0.66635 3.62889 -4.88796  H18 0.957, H19 0.957
18 H -0.06106 3.15730 -4.31572  O17 0.957
19 H -1.41829 3.82783 -4.33008  O17 0.957
20 O 4.43793 4.04285 -0.08407  H21 0.957, H22 0.957
21 H 4.96940 3.24911 -0.02285  O20 0.957
22 H 3.91885 3.92336 -0.87937  O20 0.957
23 O -0.50920 -1.70802 -3.91199  H24 0.957, H25 0.957
24 H -0.19247 -0.86310 -3.59259  O23 0.957
25 H -0.95095 -2.09922 -3.15830  O23 0.957
26 O -2.59608 -1.91343 -2.00896  H27 0.957, H28 0.957
27 H -3.50741 -2.02912 -1.73999  O26 0.957
28 H -2.30259 -1.13587 -1.53410  O26 0.957
29 C -0.81528 -4.61513 -2.08697  O30 1.206, N31 1.271, N32 1.305
30 O -1.95502 -4.74755 -1.71641  C29 1.206
31 N 0.04151 -3.78920 -1.64192  C29 1.271, H33 1.010, H34 1.010
32 N -0.46384 -5.00754 -3.28110  C29 1.305, H35 1.010, H36 1.010
33 H 0.83277 -3.66924 -2.25805  N31 1.010
34 H -0.15891 -3.13285 -0.90087  N31 1.010
35 H 0.44026 -4.74780 -3.64886  N32 1.010
36 H -1.07912 -5.73530 -3.61562  N32 1.010
37 C 3.19364 4.96790 -4.15221  O38 1.224, N39 1.315, N40 1.238
38 O 4.16732 4.22648 -4.15878  C37 1.224
39 N 3.15698 6.22535 -3.77058  C37 1.315, H41 1.010, H42 1.010
40 N 2.00998 4.62493 -4.26880  C37 1.238, H43 1.010, H44 1.010
41 H 3.87768 6.41768 -3.08962  N39 1.010
42 H 2.25464 6.67857 -3.74860  N39 1.010
43 H 1.77855 3.66211 -4.46758  N40 1.010
44 H 1.24896 5.20600 -3.94737  N40 1.010
45 C -0.57342 1.83511 3.63629  O46 1.162, N47 1.289, N48 1.279
46 O -0.89775 2.91762 3.36528  C45 1.162
47 N -0.89075 1.22351 4.72528  C45 1.289, H49 1.010, H50 1.010
48 N 0.18775 1.12607 2.89206  C45 1.279, H51 1.010, H52 1.010
49 H -0.52917 0.29399 4.88450  N47 1.010
50 H -1.69056 1.44447 5.30111  N47 1.010
51 H 0.54091 1.47436 2.01225  N48 1.010
52 H 0.62490 0.31546 3.30667  N48 1.010
53 C 0.84676 -2.25661 4.42255  O54 1.195, N55 1.247, N56 1.321
54 O 0.34017 -1.18629 4.58163  C53 1.195
55 N 1.50600 -2.90104 5.26248  C53 1.247, H57 1.010, H58 1.010
56 N 0.81872 -2.91871 3.28038  C53 1.321, H59 1.010, H60 1.010
57 H 1.51969 -2.36405 6.11778  N55 1.010
58 H 1.93352 -3.80699 5.13371  N55 1.010
59 H 0.35981 -2.53047 2.46873  N56 1.010
60 H 1.17644 -3.86113 3.21730  N56 1.010
61 C -3.82508 -1.20920 4.58608  O62 1.212, N63 1.287, N64 1.306
62 O -4.75462 -0.72313 5.19262  C61 1.212
63 N -3.62108 -1.03229 3.32760  C61 1.287, H65 1.010, H66 1.010
64 N -3.08066 -2.16066 5.08202  C61 1.306, H67 1.010, H68 1.010
65 H -2.69018 -1.39074 3.16931  N63 1.010
66 H -4.20001 -0.53042 2.66952  N63 1.010
67 H -3.14292 -2.40131 6.06096  N64 1.010
68 H -2.32812 -2.48277 4.49041  N64 1.010
69 C 1.25623 5.33206 1.80825  O70 1.201, N71 1.303, N72 1.289
70 O 2.25805 5.93450 1.53157  C69 1.201
71 N 0.10280 5.93125 1.71312  C69 1.303, H73 1.010, H74 1.010
72 N 1.07656 4.07794 2.04634  C69 1.289, H75 1.010, H76 1.010
73 H -0.75284 5.39514 1.68921  N71 1.010
74 H 0.06020 6.89674 1.41967  N71 1.010
75 H 1.88967 3.50792 1.86183  N72 1.010
76 H 0.16077 3.66034 2.13024  N72 1.010
77 C 5.87399 1.50095 -1.23023  O78 1.206, N79 1.325, N80 1.316
78 O 5.40031 0.62894 -0.54493  C77 1.206
79 N 5.34680 1.98223 -2.34618  C77 1.325, H81 1.010, H82 1.010
80 N 6.96862 2.18780 -0.98116  C77 1.316, H83 1.010, H84 1.010
81 H 4.39226 1.72731 -2.55582  N79 1.010
82 H 5.93112 2.45660 -3.01972  N79 1.010
83 H 7.50465 1.79781 -0.21913  N80 1.010
84 H 7.31660 2.92236 -1.58070  N80 1.010
85 C -1.97494 -6.59513 4.23145  C86 1.441, H89 1.090, H90 1.090, H91 1.090
86 C -2.78607 -5.63916 3.52200  C85 1.441, C87 1.500, O88 1.414, H92 1.090
87 C -1.95480 -4.47789 3.06240  C86 1.500, H93 1.090, H94 1.090, H95 1.090
88 O -3.18179 -6.27786 2.32369  C86 1.414, H96 0.960
89 H -1.52722 -6.32435 5.18766  C85 1.090
90 H -1.16527 -6.94184 3.58933  C85 1.090
91 H -2.55355 -7.51466 4.31973  C85 1.090
92 H -3.59333 -5.37258 4.20417  C86 1.090
93 H -1.10626 -4.87411 2.50463  C87 1.090
94 H -1.61933 -3.92402 3.93921  C87 1.090
95 H -2.60537 -3.77414 2.54318  C87 1.090
96 H -3.81434 -6.94189 2.60750  O88 0.960
97 C 3.12027 -2.58300 -0.96231  C98 1.466, H101 1.090, H102 1.090, H103 1.090
98 C 3.03032 -2.36842 -2.40930  C97 1.466, C99 1.509, O100 1.403, H104 1.090
99 C 4.28368 -1.96875 -3.14779  C98 1.509, H105 1.090, H106 1.090, H107 1.090
100 O 2.47483 -3.52811 -2.97076  C98 1.403, H108 0.960
101 H 2.14416 -2.69647 -0.49067  C97 1.090
102 H 3.68502 -1.94312 -0.28430  C97 1.090
103 H 3.65031 -3.52791 -0.84275  C97 1.090
104 H 2.17725 -1.70124 -2.53285  C98 1.090
105 H 4.68689 -1.11452 -2.60390  C99 1.090
106 H 4.05085 -1.45151 -4.07857  C99 1.090
107 H 4.93751 -2.80811 -3.38454  C99 1.090
108 H 3.11694 -4.18739 -3.24395  O100 0.960
109 C -3.69916 1.21359 -3.11135  C110 1.466, H113 1.090, H114 1.090, H115 1.090
110 C -4.11026 2.60656 -3.30858  C109 1.466, C111 1.579, O112 1.364, H116 1.090
111 C -5.38575 3.04610 -2.48792  C110 1.579, H117 1.090, H118 1.090, H119 1.090
112 O -3.06268 3.39636 -2.93362  C110 1.364, H120 0.960
113 H -3.52480 1.05216 -2.04756  C109 1.090
114 H -2.85830 0.74444 -3.62216  C109 1.090
115 H -4.58904 0.71642 -3.49739  C109 1.090
116 H -4.22924 2.73788 -4.38407  C110 1.090
117 H -5.29068 4.10654 -2.25442  C111 1.090
118 H -5.41139 2.40532 -1.60653  C111 1.090
119 H -6.31168 2.86566 -3.03400  C111 1.090
120 H -3.06117 3.40690 -1.97367  O112 0.960

Its HOMO energy (alpha / beta) is -8.7 / -8.7 eV. The value obtained for the LUMO energy (alpha / beta) is -0.0298 / -0.2245 Eh. Its spin multiplicity is 2. The HOMO-LUMO gap (alpha / beta) comes out at 0.29072 / 0.09597 hartree.

Quick rundown of largest force on an atom, same order as above: 2.4; 9.3 eV/A